DFT (wB97M-V/def2-TZVPD) results for a 2-piece molecular cluster, C50H67N2O3 overall.

Element x y z (Å)
H: 1.721 -1.985 1.480
C: 2.570 -0.651 5.570
H: -0.418 2.360 -2.805
H: -0.473 -1.509 6.877
H: -1.203 0.425 -7.914
O: -0.086 -4.444 -1.630
H: -3.594 3.159 -6.247
H: -0.443 -0.139 3.995
C: 4.450 -3.504 -3.628
C: 1.598 2.084 -2.123
C: -2.074 1.738 -1.160
H: 4.057 -1.472 -4.116
H: -2.269 -1.163 5.080
C: -1.217 -1.963 -0.865
H: -1.192 -0.230 7.801
H: -4.407 3.951 -4.097
C: 2.989 2.454 -0.188
H: -1.221 0.630 -6.154
C: 0.327 -2.397 3.109
H: 1.072 1.501 -0.125
O: -2.273 2.026 -7.284
H: -4.482 5.098 -2.810
C: -2.636 2.676 -6.084
H: 2.434 2.785 -3.957
H: 0.773 1.095 4.272
C: 5.257 3.565 -0.356
C: -3.021 -0.611 0.204
H: -2.765 1.912 -5.311
H: 1.188 -6.197 -2.118
H: -1.342 2.543 -1.161
H: -0.234 1.706 -7.150
H: -1.528 5.803 -5.113
H: 3.152 2.367 0.879
H: 3.229 -2.050 7.034
C: 1.813 1.975 -0.756
H: 4.503 3.655 -2.942
H: 6.064 3.493 -1.078
H: 2.154 0.381 2.939
C: 1.895 -3.510 -2.466
C: 3.753 3.184 -2.326
H: 3.303 0.344 8.000
C: 2.408 -6.048 -0.318
H: -4.019 0.415 3.279
C: -1.175 1.154 -7.113
C: -0.215 0.497 6.048
H: 4.543 -5.554 -3.024
H: -1.845 -2.754 0.840
H: -2.897 -1.652 6.650
H: -5.009 2.764 -2.123
N: -1.743 -3.092 -0.112
H: 1.439 -6.057 0.174
H: 2.724 0.425 5.654
H: 0.582 0.884 6.686
H: 1.504 -1.930 7.005
C: 2.503 -0.384 8.135
H: 0.215 -2.436 5.286
H: -2.361 5.739 -3.002
H: 5.185 4.609 -0.063
H: 5.541 2.971 0.509
H: 2.804 -6.772 -2.301
C: 3.672 -2.362 -3.647
H: 1.798 -2.913 4.628
C: -2.931 -0.081 1.488
H: -3.862 3.592 -1.126
H: 5.427 -3.523 -4.082
H: -6.351 -1.281 0.124
H: -0.844 3.316 -5.014
C: 2.582 2.704 -2.889
N: 1.457 -0.844 4.561
C: 3.976 3.056 -0.951
H: 0.365 -3.423 2.751
H: -2.644 1.780 -0.242
H: -2.465 2.128 -3.244
C: -2.210 4.967 -4.980
H: -6.190 -0.360 2.407
H: -3.011 0.033 6.152
C: -5.301 -0.429 1.799
H: -1.111 4.045 -6.584
H: -1.726 4.097 -3.085
H: 2.877 -6.990 -0.057
H: 2.714 -0.946 9.043
H: 3.011 -5.219 0.035
C: 0.349 0.176 4.675
C: -2.487 4.769 -3.474
C: 2.411 -1.335 6.938
H: -0.725 -2.109 3.119
C: 2.675 -4.681 -2.457
H: 0.478 -0.771 1.661
C: -3.909 4.248 -3.179
C: -3.029 1.972 -2.329
C: -1.611 3.736 -5.667
C: 1.133 -1.442 2.217
H: 0.571 1.361 -3.816
C: -1.349 0.429 -1.335
C: -1.832 -0.714 -0.693
H: 3.041 -1.131 3.178
C: -3.992 3.153 -2.115
H: 1.573 0.157 8.306
C: -0.202 0.319 -2.144
H: -0.878 1.353 5.890
C: -0.100 -2.095 -1.697
C: 2.054 -0.678 3.161
C: 0.526 -3.448 -1.906
O: 2.043 -0.233 -3.892
C: -4.074 0.008 2.280
H: -4.345 -1.426 -1.282
H: 3.454 -1.068 5.097
C: 2.407 -2.357 -3.066
C: -4.260 -1.037 -0.277
C: 3.948 -4.653 -3.028
C: 0.412 -0.936 -2.315
H: -3.140 5.232 -5.480
C: -5.403 -0.947 0.513
C: 2.208 -5.982 -1.849
C: -1.024 -0.575 6.779
C: 0.336 1.586 -2.783
C: 1.635 -1.091 -3.154
H: -2.699 -3.241 -0.414
H: -1.980 0.277 1.856
C: 0.936 -2.260 4.496
H: -3.619 1.075 -2.514
C: -2.376 -0.854 6.124

## Properties
Net charge: +1
HOMO level: -10.55 eV
LUMO: -2.46 eV

=====

DFT (wB97M-V/def2-TZVPD) results for a 8-piece molecular cluster, C50H77F9O23S2 overall in a non-equilibrium geometry.

Element x y z (Å)
C: 6.283 -4.197 0.708
F: 2.078 -3.701 1.073
C: -8.960 3.240 3.203
C: 0.895 -6.989 -1.510
F: 2.206 -1.490 2.205
C: 1.890 -7.011 -3.642
C: -4.437 3.210 2.890
O: 0.049 -2.613 -8.180
H: -9.083 8.645 7.121
H: 4.435 -4.285 -0.421
O: 7.339 -11.069 -1.024
H: 3.799 -1.350 -0.968
O: 1.039 0.913 -2.759
H: -2.413 3.593 0.815
H: -10.253 2.564 6.156
C: 6.501 -11.188 -1.902
H: 2.949 -0.979 -3.227
C: 4.429 -11.287 -2.982
H: -0.117 -6.604 -1.677
C: -2.294 0.544 -6.527
C: -7.449 6.198 6.020
H: -3.605 2.229 -3.817
C: 5.173 -10.495 -1.936
H: 2.699 2.116 -2.157
H: 1.492 -0.367 -6.339
C: 5.538 -11.769 -3.880
H: -4.153 1.680 -1.180
H: 9.929 0.748 -2.790
O: -8.864 1.646 4.927
H: -0.490 3.391 5.447
C: -2.730 0.417 -4.917
H: -9.333 4.392 4.969
H: 2.915 -6.374 -1.873
H: 1.120 -6.941 -0.440
H: -8.699 6.742 8.472
C: 7.420 -3.231 0.491
C: 6.911 1.440 -1.667
O: -8.170 7.337 5.802
H: -1.345 1.245 -6.676
C: -3.169 2.346 -1.065
H: 1.720 -5.193 -2.435
O: 0.946 -8.344 -1.952
H: -0.064 2.650 3.757
H: -0.733 -0.999 -2.826
H: -4.269 4.374 2.981
H: 5.320 -9.455 -2.241
H: 2.018 7.796 6.141
C: 1.072 7.413 5.749
O: 7.839 -1.998 -1.548
C: -7.782 7.214 8.099
H: 5.033 0.101 -1.068
C: 7.076 -2.635 -0.840
H: 8.382 -3.746 0.456
C: 1.926 -6.262 -2.333
H: -1.189 1.694 5.002
F: 0.496 -0.426 0.065
C: -4.527 2.818 1.300
H: -2.501 -0.118 -0.136
H: 2.759 6.045 3.923
C: -1.231 -1.182 -1.778
H: 5.797 -11.036 -4.651
H: 0.229 7.991 6.137
O: -0.191 -2.237 -5.652
O: -1.158 3.463 -3.030
C: 8.059 1.495 -3.631
H: -5.222 3.553 0.688
H: -2.913 1.422 3.286
H: -7.045 5.194 7.877
H: -1.887 -2.171 -1.913
H: -10.793 4.132 4.000
H: 4.676 -10.547 -0.965
H: -3.879 0.138 -4.935
H: -7.348 8.921 6.826
H: 3.668 -10.707 -3.511
C: 0.094 1.507 -3.714
O: -1.093 4.957 -0.984
H: -10.901 1.795 4.686
C: 9.084 1.392 -2.532
O: 5.764 -2.869 -1.137
H: 0.619 2.482 -4.159
O: 6.665 -11.948 -3.025
C: -8.213 2.093 3.813
F: -0.755 -3.799 2.714
C: -2.266 -0.018 -1.281
H: 1.614 8.192 3.778
H: -3.374 3.325 -1.668
H: -2.047 -0.422 -4.469
H: 7.431 -2.440 1.245
H: -2.306 -0.903 -8.409
H: 0.032 7.402 3.878
C: 1.468 -2.804 2.092
O: 1.258 5.182 5.033
H: 8.651 1.258 -0.417
F: 1.711 -3.483 3.419
H: 8.213 -0.211 -1.360
F: 0.981 -2.314 -1.346
C: -2.047 -0.914 -7.245
H: 4.388 0.246 -3.420
H: -9.531 2.878 2.344
H: 2.654 1.704 -4.089
O: 1.093 4.090 -1.547
H: 9.476 2.388 -2.296
H: 1.297 5.603 3.007
H: -5.449 2.852 3.411
H: -3.291 -0.202 -1.865
H: 0.021 0.758 -4.628
H: 1.131 -6.611 -4.319
H: 3.934 -12.144 -2.510
C: 3.414 0.006 -2.772
H: 5.287 -12.718 -4.363
C: 1.665 6.017 3.950
H: -7.291 7.710 8.941
O: 1.579 -9.399 -3.880
C: -0.119 -1.597 -0.599
H: -2.577 1.650 1.136
C: -3.036 2.603 0.581
C: -0.939 2.753 4.561
H: 6.528 -5.162 0.248
F: -2.255 -2.589 0.585
O: -0.788 2.165 -0.691
O: -2.061 3.394 3.857
C: -8.117 8.155 6.971
O: -7.242 5.344 5.174
H: 8.312 2.278 -4.352
C: 5.150 -3.548 -0.043
O: 0.642 5.531 7.208
C: 3.888 -0.187 -1.213
C: 2.427 1.337 -3.001
H: -8.279 4.041 2.907
C: -0.157 -2.629 1.970
F: -0.689 -1.414 2.688
H: 2.871 -7.024 -4.123
H: 6.054 -4.374 1.763
C: -3.220 2.488 3.717
O: 5.987 1.514 -0.874
F: -0.551 -4.067 -0.191
O: -7.192 1.597 3.368
C: -1.345 1.974 -3.094
H: -3.609 2.281 4.821
C: 1.066 7.368 4.242
C: 8.270 0.882 -1.369
C: -10.073 2.385 5.092
C: 1.484 -8.386 -3.206
C: -6.920 6.179 7.422
O: 0.894 -0.307 -7.148
O: 6.835 1.821 -2.976
H: -2.277 2.698 -5.069
H: 4.613 -2.814 0.567
C: -1.807 1.525 -1.589
H: -5.051 1.750 1.219
H: 7.928 0.549 -4.167
C: -2.564 1.896 -4.233
H: -5.867 6.471 7.410
H: -2.735 -1.749 -6.761
C: -9.860 3.669 4.334
H: -3.181 1.062 -7.136
H: 3.269 0.448 -0.436
S: -0.396 3.644 -1.516
C: 0.944 5.964 6.108
S: -0.267 -1.554 -7.072
C: -0.756 -2.712 0.446

## Properties
Energy relative to the best compared isomer or geometry (same formula, charge and spin): 416.0 kcal per mole
HOMO level: -9.02 eV
SMILES string: CCCOC[C@]1(CCCCS(=O)(=O)O)OS(=O)(=O)O[C@]1(CCCCCOC)CCC(F)(F)C(F)(F)C(F)(F)C(F)(F)F.O=C1CCCO1.O=C1CCCO1.O=C1CCCO1.O=C1CCCO1.O=C1CCCO1.O=C1CCCO1.O=C1CCCO1
LUMO: -0.42 eV